Record 1
27
Properties=species:S:1:pos:R:3 method="wB97M-V/def2-TZVPD" energy_ev=-19193.2372 max_force_ev_per_a=4.340 homo_ha=-0.199 total_charge=-1 de_lowest_kj_mol=397.2 gap_ev=8.6981 e_lumo_ev=3.28
O -0.2351 -2.7890 2.6073
C -0.5878 -1.6662 2.3817
C -0.6309 -1.0756 0.9467
N 0.1292 0.2270 1.0376
C 1.0093 0.4751 -0.1096
O 0.4701 1.3609 -1.0282
H -1.0537 -1.0149 3.2214
H -1.6909 -0.9660 0.6240
H -0.2462 -1.7597 0.1716
H -0.4742 1.0862 1.0965
H 1.2926 -0.5171 -0.6986
H 1.9375 0.8979 0.3709
H -0.2598 3.9927 -0.0274
H 0.5037 2.7849 -0.1753
O 0.6488 3.8654 -0.0057
H 2.4399 -0.3807 2.7130
H 1.0968 0.3840 2.6872
O 1.9274 0.1691 3.2704
H 0.7434 0.3266 -3.5463
H 0.2173 0.2252 -2.1517
O 0.3422 -0.3923 -3.0108
H -1.0899 1.0163 -0.8919
H -2.3110 0.4053 -1.4493
O -1.9851 0.8966 -0.7166
H 0.0613 -2.6042 -2.2738
H -1.3634 -2.2629 -2.9236
O -0.8915 -2.6849 -2.1196



Record 2
16
Properties=species:S:1:pos:R:3 method="wB97M-V/def2-TZVPD" energy_ev=-23721.6059 max_force_ev_per_a=6.638 homo_ha=-0.361 total_charge=0 de_lowest_kj_mol=372.5 gap_ev=10.6150 e_lumo_ev=0.80
C 1.4746 -1.4994 -0.0161
C -0.2877 0.0923 -0.0717
C 0.1524 1.4884 -0.3952
C -1.7724 0.1184 0.2735
H 2.1014 -2.3055 0.5324
H 2.3058 -1.0822 -0.5348
H 0.7531 -2.0542 -0.8227
H 1.2940 0.3773 1.4926
H -0.1672 -0.2808 -1.0636
H -0.7927 2.1573 -0.9294
H 1.1716 1.5347 -0.9714
H 0.1610 2.0460 0.5690
N 0.5305 -0.5827 0.9399
F -2.2905 0.9503 -0.4665
F -1.9495 0.4883 1.5601
Cl -2.6846 -1.4483 -0.0962